Record 1
The following is a DFT calculation (the ωB97M-V functional and the def2-TZVPD basis) of a cluster of 10 separate species, C62H65ClF9P in total in a non-equilibrium geometry.

Properties
- Structure (SMILES): CCC[C@H](C)[PH3][C@@H](Cl)CC.Fc1ccccc1.Fc1ccccc1.Fc1ccccc1.Fc1ccccc1.Fc1ccccc1.Fc1ccccc1.Fc1ccccc1.Fc1ccccc1.Fc1ccccc1
- Electronic energy: -4101.615313 Eh
- Spin multiplicity: 1
- E_LUMO: 0.44 eV

CARTESIAN COORDINATES (ANGSTROEM)
C1 -5.05696 5.08449 1.67469
C2 -4.12801 4.99045 0.32792
C3 -4.78684 4.16178 -0.92146
C4 -5.57859 2.78698 -0.51363
C5 -7.16295 3.04665 -0.04470
P1 -4.62046 1.64953 0.71067
C6 -3.61903 0.40721 1.82654
Cl1 -2.00822 -0.12579 1.01703
C7 -3.34982 1.05522 3.34391
C8 -2.57468 2.50277 3.30243
H1 -5.27442 4.05063 2.17844
H2 -4.47768 5.72880 2.49359
H3 -6.09483 5.63566 1.46463
H4 -3.98633 6.11220 -0.05526
H5 -3.04483 4.63407 0.63751
H6 -5.50413 4.84791 -1.58444
H7 -3.88295 3.84476 -1.63361
H8 -5.67500 2.14990 -1.51915
H9 -7.50295 4.08021 -0.50589
H10 -7.17803 3.18775 1.12814
H11 -7.87357 2.15581 -0.36632
H12 -4.96233 0.49112 -0.12414
H13 -5.52687 1.91833 1.80305
H14 -3.36617 2.31027 0.45707
H15 -4.26587 -0.56388 1.92504
H16 -2.62463 0.27505 3.88167
H17 -4.38186 1.10907 3.94015
H18 -2.79150 3.07074 4.32943
H19 -2.93675 3.23007 2.45184
H20 -1.39366 2.37976 3.23630
F1 2.75140 -2.98038 -2.31127
C9 2.41628 -3.05823 -1.01658
C10 3.09142 -3.94714 -0.18732
C11 2.74629 -4.02484 1.16192
C12 1.72136 -3.21968 1.66491
C13 1.04623 -2.33422 0.82343
C14 1.39913 -2.24877 -0.52311
H21 3.87912 -4.57060 -0.59753
H22 3.27332 -4.71099 1.82025
H23 1.44950 -3.28383 2.71636
H24 0.24609 -1.71152 1.21628
H25 0.89087 -1.55958 -1.18930
F2 -3.46145 2.51029 6.40259
C15 -3.33743 3.30003 7.47755
C16 -4.01751 4.51226 7.51809
C17 -3.89274 5.33251 8.63934
C18 -3.07972 4.93587 9.70398
C19 -2.39717 3.71960 9.65166
C20 -2.53101 2.89459 8.53520
H26 -4.63783 4.80760 6.67819
H27 -4.42646 6.27860 8.68413
H28 -2.97917 5.57801 10.57640
H29 -1.76173 3.41490 10.47971
H30 -2.01473 1.94185 8.48176
F3 1.37760 -2.64718 4.64838
C21 0.42249 -3.25179 5.36728
C22 0.24417 -2.90044 6.70085
C23 -0.75357 -3.52604 7.44833
C24 -1.55548 -4.50485 6.85618
C25 -1.36537 -4.85416 5.51835
C26 -0.37505 -4.22046 4.76819
H31 0.88206 -2.14394 7.14611
H32 -0.90617 -3.25293 8.48952
H33 -2.33061 -4.99572 7.44081
H34 -1.98800 -5.61919 5.06079
H35 -0.21954 -4.47336 3.72465
F4 1.60681 0.89449 -7.29866
C27 2.57514 0.38142 -6.52814
C28 2.24061 -0.22727 -5.32346
C29 3.24805 -0.76618 -4.52331
C30 4.58121 -0.68055 -4.93212
C31 4.90732 -0.06315 -6.14059
C32 3.89873 0.46565 -6.94568
H36 1.20048 -0.27703 -5.01833
H37 2.99622 -1.25103 -3.58339
H38 5.36705 -1.09706 -4.30559
H39 5.94599 0.00594 -6.45473
H40 4.13358 0.94101 -7.89225
F5 2.03888 7.28445 -3.23364
C33 2.03481 6.14335 -3.93541
C34 0.87068 5.38579 -4.00295
C35 0.86453 4.20022 -4.73777
C36 2.02700 3.77950 -5.38850
C37 3.19189 4.54427 -5.31053
C38 3.19450 5.73531 -4.58496
H41 -0.02028 5.72414 -3.48414
H42 -0.04269 3.60473 -4.80321
H43 2.02300 2.85245 -5.95783
H44 4.09657 4.21270 -5.81443
H45 4.08863 6.34655 -4.52126
F6 -0.05885 8.18022 3.05830
C39 0.59981 8.35311 1.90466
C40 0.76563 7.27425 1.04313
C41 1.44689 7.45501 -0.16052
C42 1.96475 8.71146 -0.48446
C43 1.79750 9.78694 0.38922
C44 1.10657 9.60846 1.58747
H46 0.36376 6.30377 1.31537
H47 1.57511 6.61975 -0.84452
H48 2.49992 8.85094 -1.42132
H49 2.20500 10.76292 0.13685
H50 0.95964 10.43559 2.27404
F7 -0.20798 3.88136 -12.61661
C45 -0.07288 4.08021 -11.29872
C46 0.57771 3.12475 -10.52575
C47 0.72313 3.33379 -9.15435
C48 0.20613 4.49213 -8.56892
C49 -0.44972 5.44287 -9.35244
C50 -0.58509 5.23877 -10.72541
H51 0.96543 2.22727 -10.99656
H52 1.23700 2.59653 -8.54253
H53 0.31585 4.65266 -7.49852
H54 -0.85489 6.34169 -8.89390
H55 -1.08413 5.97159 -11.35076
F8 4.70227 -6.20798 2.09970
C51 4.69820 -7.34908 1.39793
C52 3.53407 -8.10664 1.33039
C53 3.52792 -9.29221 0.59557
C54 4.69039 -9.71293 -0.05516
C55 5.85528 -8.94816 0.02280
C56 5.85790 -7.75712 0.74837
H56 2.64311 -7.76829 1.84920
H57 2.62070 -9.88770 0.53013
H58 4.68639 -10.63998 -0.62449
H59 6.75996 -9.27973 -0.48110
H60 6.75202 -7.14588 0.81208
F9 3.29407 -12.21166 -0.38372
C57 2.33895 -12.81627 0.33518
C58 2.16063 -12.46492 1.66875
C59 1.16289 -13.09052 2.41623
C60 0.36098 -14.06933 1.82408
C61 0.55109 -14.41864 0.48625
C62 1.54141 -13.78495 -0.26391
H61 2.79852 -11.70842 2.11401
H62 1.01029 -12.81741 3.45742
H63 -0.41415 -14.56020 2.40871
H64 -0.07154 -15.18367 0.02869
H65 1.69692 -14.03784 -1.30745

Forces on the atoms, in the same order (eV/Å):
C 0.074 0.680 0.399
C -0.279 1.256 0.051
C 0.507 -0.367 -0.354
C -1.652 0.698 -1.693
C 0.876 0.526 0.223
P 0.314 -1.099 -1.275
C -0.584 -0.378 2.417
Cl -1.464 0.673 0.656
C 0.927 -0.891 -0.459
C 0.068 0.553 0.917
H 0.392 1.900 -1.085
H -1.245 -1.344 -1.802
H 2.295 -1.311 0.371
H -0.207 -2.403 0.861
H -2.277 0.446 -0.777
H 1.549 -1.395 1.612
H -1.931 0.709 1.467
H 0.366 1.345 2.043
H 0.431 -2.276 0.839
H -0.204 -0.400 -2.293
H 1.511 1.992 0.710
H 0.180 0.699 0.486
H 0.406 -0.129 -0.212
H -0.439 -0.016 -0.097
H 1.349 1.640 -0.058
H -1.768 1.763 -0.877
H 2.272 -0.066 -1.423
H 0.522 -1.307 -2.341
H 0.720 -1.585 1.630
H -2.649 0.132 -0.065
F 0.100 -0.063 -0.367
C -0.346 -0.101 1.367
C 0.041 0.011 -0.098
C -0.327 0.297 -0.117
C -0.022 -0.089 -0.075
C 0.298 -0.250 -0.044
C 0.047 -0.005 -0.118
H -0.058 0.063 0.003
H -0.177 0.250 -0.246
H 0.166 0.052 -0.508
H 0.159 -0.105 -0.100
H 0.037 -0.071 0.027
F -0.078 -0.193 -0.102
C 0.107 0.692 0.968
C -0.017 -0.040 -0.062
C 0.285 -0.377 0.097
C -0.039 0.006 -0.059
C -0.275 0.197 -0.272
C 0.003 -0.049 -0.069
H 0.060 -0.069 0.063
H 0.097 -0.181 -0.052
H -0.016 -0.129 -0.172
H -0.123 0.022 -0.173
H -0.055 0.090 -0.048
F 0.167 0.197 0.149
C -0.859 -0.520 0.684
C 0.047 0.053 -0.023
C -0.020 -0.203 -0.441
C 0.040 0.043 0.009
C 0.186 0.288 0.273
C 0.062 0.017 -0.059
H -0.047 -0.063 -0.091
H 0.067 -0.034 -0.195
H 0.150 0.094 -0.118
H 0.130 0.164 0.048
H -0.006 0.027 0.100
F -0.309 0.055 -0.195
C 1.033 -0.657 0.806
C -0.037 0.057 -0.088
C 0.191 0.206 -0.277
C -0.072 0.036 -0.043
C -0.346 -0.086 0.234
C -0.098 0.086 -0.072
H 0.081 0.008 -0.064
H 0.043 0.166 -0.290
H -0.161 0.079 -0.119
H -0.209 -0.006 0.014
H -0.057 -0.024 0.069
F 0.007 0.238 0.078
C 0.014 -1.033 -0.665
C -0.032 0.084 0.057
C 0.471 0.151 -0.023
C -0.034 0.002 0.027
C -0.401 0.053 0.156
C 0.005 0.068 0.053
H 0.095 0.019 -0.042
H 0.142 0.118 0.040
H -0.002 0.257 0.148
H -0.160 0.084 0.095
H -0.102 -0.034 0.031
F -0.132 -0.031 0.221
C 0.548 0.157 -0.963
C -0.038 -0.001 0.046
C 0.003 0.396 0.230
C 0.012 -0.005 0.005
C -0.132 -0.441 0.017
C -0.042 -0.008 0.086
H 0.016 0.107 0.013
H -0.028 0.158 0.167
H -0.135 -0.040 0.219
H -0.101 -0.168 0.073
H 0.001 -0.112 -0.026
F -0.027 -0.031 -0.249
C 0.115 0.158 1.097
C -0.004 0.016 -0.071
C -0.188 0.362 -0.121
C -0.014 -0.011 -0.046
C 0.188 -0.383 -0.093
C -0.020 -0.004 -0.083
H -0.045 0.102 0.005
H -0.159 0.210 -0.225
H -0.001 -0.020 -0.217
H 0.076 -0.147 -0.120
H 0.043 -0.104 0.020
F 0.168 0.145 0.241
C 0.010 -1.100 -0.672
C -0.016 0.082 0.050
C 0.461 0.188 -0.052
C 0.078 0.016 -0.069
C -0.437 0.091 0.181
C 0.017 0.103 0.060
H 0.092 0.020 -0.049
H 0.164 0.177 0.010
H 0.067 0.381 0.181
H -0.161 0.101 0.095
H -0.100 -0.029 0.040
F 0.038 -0.115 -0.175
C -0.898 -0.610 0.651
C 0.070 0.060 -0.003
C -0.047 -0.221 -0.443
C 0.047 0.056 0.022
C 0.190 0.288 0.255
C 0.062 0.035 -0.054
H -0.033 -0.087 -0.069
H 0.072 -0.033 -0.196
H 0.152 0.093 -0.120
H 0.132 0.163 0.051
H 0.028 0.043 0.102

Atom charges from the Löwdin analysis, given in e for atoms 1 to 6: -0.1583 -0.2746 -0.2465 -0.5324 -0.1538 0.7591


Record 2
The following is a DFT calculation (the ωB97M-V functional and the def2-TZVPD basis) of a structure of composition C36H63Br27HgN3O3 in a non-equilibrium geometry.

Properties
- Electronic energy: -71450.879734 Eh
- Spin multiplicity: 1
- E_LUMO: 1.02 eV
- Charge: -1

CARTESIAN COORDINATES (ANGSTROEM)
Hg1 -8.89675 0.74662 17.96592
C1 -10.86296 1.11219 22.53059
C2 -10.13829 1.66094 21.23967
C3 -9.19340 2.78939 21.62122
C4 -7.82210 2.39001 22.22047
C5 -7.22234 1.33419 21.47999
C6 -8.08163 0.14040 21.13683
N1 -9.32655 0.64348 20.46619
O1 -10.17785 -0.40158 19.82684
C7 -8.17448 -0.87774 22.28627
C8 -7.23991 -0.55649 20.03987
C9 -11.24963 2.24573 20.24481
H1 -10.38315 1.48123 23.43706
H2 -10.79139 0.02593 22.58550
H3 -11.94652 1.22341 22.57089
H4 -9.70463 3.40106 22.36458
H5 -9.00749 3.49861 20.81466
H6 -7.94665 2.03527 23.24358
H7 -7.23024 3.29969 22.32187
H8 -6.36395 0.99017 22.05698
H9 -6.76363 1.69760 20.56041
H10 -8.54223 -1.85999 21.98953
H11 -8.76130 -0.61980 23.16787
H12 -7.19895 -1.00230 22.75629
H13 -7.64936 -1.24565 19.30128
H14 -6.53904 -1.17638 20.59898
H15 -6.70067 0.11124 19.36796
H16 -11.95043 1.46784 19.94172
H17 -10.67234 2.69859 19.43873
H18 -11.84757 3.06335 20.64738
C10 -11.13738 0.79345 14.90699
C11 -11.92459 -0.18756 15.83099
C12 -13.33414 -0.55598 15.18392
C13 -13.19098 -1.53108 13.97574
C14 -12.36957 -2.73698 14.44967
C15 -11.09944 -2.50520 15.24977
N2 -11.25140 -1.42078 16.22456
O2 -10.07750 -1.25970 17.03670
C16 -9.95510 -2.29238 14.23508
C17 -10.76501 -3.87999 15.85721
C18 -12.27606 0.68238 17.14768
H19 -10.07814 0.94562 15.11429
H20 -11.52184 1.81329 14.92189
H21 -11.28734 0.49996 13.86801
H22 -13.77157 0.34389 14.75150
H23 -13.98204 -0.87575 16.00005
H24 -12.64173 -1.15876 13.11099
H25 -14.14655 -1.84422 13.55511
H26 -12.12372 -3.33201 13.57013
H27 -13.06307 -3.44554 14.90256
H28 -10.22977 -1.50178 13.53679
H29 -9.84457 -3.20006 13.64177
H30 -8.97777 -1.95139 14.57663
H31 -10.52107 -4.74590 15.24175
H32 -11.55066 -4.20259 16.54042
H33 -9.81405 -3.72186 16.36590
H34 -12.84467 1.59857 16.98837
H35 -11.37294 1.03912 17.64286
H36 -12.90119 0.08002 17.80684
C19 -6.61206 0.39659 15.79638
C20 -6.86140 1.85389 15.36033
C21 -7.63456 1.63392 13.98673
C22 -8.28002 2.86807 13.44801
C23 -9.08294 3.67883 14.48751
C24 -8.49465 3.77787 15.94058
N3 -7.85278 2.47320 16.35040
O3 -7.24970 2.47713 17.70501
C25 -9.74916 3.97618 16.88627
C26 -7.57007 5.04573 15.89190
C27 -5.54330 2.66436 15.04143
H37 -7.55833 -0.03933 16.11674
H38 -6.06661 0.43740 16.73921
H39 -6.10779 -0.25424 15.08207
H40 -8.35811 0.82022 13.93684
H41 -6.95875 1.48038 13.14542
H42 -9.05798 2.66593 12.71180
H43 -7.45233 3.43935 13.02770
H44 -10.12392 3.37227 14.38513
H45 -9.05157 4.67035 14.03585
H46 -10.23541 4.95165 16.89718
H47 -9.26479 3.94464 17.86223
H48 -10.50204 3.18957 16.83623
H49 -7.01538 5.04800 16.83020
H50 -8.22889 5.89748 15.72284
H51 -6.88968 5.03224 15.04043
H52 -5.27237 3.35859 15.83688
H53 -5.82137 3.31605 14.21314
H54 -4.66864 2.03965 14.86028
C28 -1.58435 0.59838 15.63391
Br1 -0.02476 1.82786 15.69748
Br2 -2.89650 1.28228 16.89537
Br3 -0.97372 -1.25754 16.11328
H55 -1.99834 0.75215 14.63739
C29 -5.18521 8.59909 13.79995
Br4 -3.51418 9.32625 14.37452
Br5 -6.60198 8.92958 15.13665
Br6 -4.93883 6.64766 13.53578
H56 -5.42827 9.09725 12.86140
C30 -6.15407 4.42378 10.54240
Br7 -4.31040 4.73766 10.95726
Br8 -6.49086 2.59257 9.95642
Br9 -6.89321 5.74854 9.32274
H57 -6.74400 4.56589 11.44787
C31 -10.36844 2.35906 10.10140
Br10 -10.87041 2.13910 8.19150
Br11 -11.77159 1.82994 11.38001
Br12 -9.74843 4.24774 10.42005
H58 -9.51889 1.69815 10.27335
C32 -5.57126 -3.91161 15.97895
Br13 -6.94726 -4.54533 14.76380
Br14 -6.12906 -2.48375 17.27761
Br15 -3.95735 -3.41961 14.90492
H59 -5.39089 -4.76862 16.62788
C33 -3.74532 4.81865 18.51095
Br16 -5.20446 5.01983 19.79207
Br17 -2.06264 5.05455 19.52300
Br18 -3.88458 6.16554 16.98887
H60 -3.84975 3.84131 18.03979
C34 -9.38516 6.79615 19.38399
Br19 -8.70193 6.71261 21.25533
Br20 -9.08924 8.48867 18.39869
Br21 -11.26996 6.16943 19.30142
H61 -8.72352 6.13875 18.81994
C35 -4.66000 -0.51426 11.23681
Br22 -6.57532 -0.94615 11.11792
Br23 -3.57640 -1.98571 11.86968
Br24 -4.26025 1.12855 12.22546
H62 -4.38512 -0.23732 10.21904
C36 -10.70945 7.78580 13.22743
Br25 -10.72459 7.86102 15.16812
Br26 -12.25129 6.72698 12.60482
Br27 -8.96402 6.99797 12.72557
H63 -10.72508 8.83136 12.91974

Forces on the atoms, in the same order (eV/Å):
Hg -0.959 -0.737 0.432
C 0.525 -0.989 -0.497
C -1.100 -0.491 -0.593
C 0.349 0.811 0.816
C -2.674 1.756 1.551
C 2.497 -1.120 -1.162
C -0.779 -0.573 -1.747
N -0.683 0.476 -0.002
O 1.533 1.372 0.529
C -0.439 -0.102 0.933
C 0.578 -0.945 -0.187
C 1.271 -0.486 0.861
H -0.179 0.208 0.075
H 0.320 -0.128 -0.259
H 0.036 0.770 -0.145
H -0.189 0.135 0.147
H -0.007 -0.308 -0.554
H -0.367 0.061 0.359
H 0.306 -0.040 -0.220
H 0.271 -0.400 -0.003
H -0.296 0.255 -0.229
H 0.022 0.110 -0.360
H -0.457 0.537 -0.281
H 0.399 -0.152 -0.434
H -1.221 -0.315 0.637
H 0.577 0.082 -0.281
H 0.345 0.585 0.454
H 0.411 -0.072 -0.268
H -0.260 -0.267 -0.532
H 0.202 0.058 0.615
C -0.416 -0.207 -0.510
C -1.090 1.609 0.834
C 1.429 0.559 -1.141
C 0.849 -0.429 1.274
C -1.527 -0.571 -0.988
C 0.837 -0.403 -1.171
N 0.358 -0.233 0.992
O -0.262 0.683 -0.629
C -0.073 0.961 -0.947
C 0.569 0.478 1.682
C 0.176 -1.051 -0.854
H 0.028 -0.612 0.218
H -0.497 0.029 0.382
H 0.453 -0.228 -0.119
H -0.017 0.443 0.376
H -0.033 -0.518 -0.269
H 0.023 0.932 0.167
H -0.185 -0.091 0.275
H 0.500 0.064 -0.285
H 0.025 0.172 0.970
H -0.232 0.123 -0.293
H 0.194 -0.051 -0.021
H -0.105 -0.359 0.757
H -0.491 0.437 -0.983
H 0.144 0.110 0.328
H -0.156 -0.053 0.717
H -0.165 0.012 -0.841
H -0.049 -0.520 0.215
H 0.457 -0.167 0.342
C 0.293 1.174 1.573
C -1.207 -0.725 -1.318
C 0.228 0.499 -0.381
C -0.985 0.791 1.227
C 0.931 0.072 -0.620
C -1.205 -0.067 -1.198
N 0.675 -0.243 -0.977
O -1.175 -0.343 -0.931
C 2.061 0.223 0.661
C -0.720 -1.284 0.643
C -1.305 0.179 0.761
H -0.270 -0.317 -0.661
H 0.536 -0.179 -0.079
H -0.009 0.248 -0.159
H 0.192 -0.246 0.764
H 0.747 -1.010 0.505
H 0.607 -0.279 -0.570
H -0.299 0.593 -0.290
H 0.002 -0.226 0.690
H -0.373 0.260 0.519
H 0.066 0.072 -0.796
H -0.268 -0.304 0.538
H 0.173 -0.101 -0.287
H 0.153 0.560 0.022
H 0.131 0.255 0.456
H 0.064 -0.235 0.134
H -0.098 -0.166 0.362
H 0.600 -0.077 -0.363
H -0.361 -0.013 -0.284
C 0.844 0.441 0.990
Br -0.481 -0.590 -0.160
Br 0.251 -0.606 -0.222
Br -0.681 1.469 -0.666
H 0.109 -0.798 0.154
C -0.281 -0.666 0.619
Br 0.153 0.206 0.110
Br 0.608 -0.126 -0.705
Br -0.432 1.295 0.037
H -0.219 -0.423 0.237
C -0.656 -0.033 0.047
Br -0.011 -0.365 -0.454
Br 0.013 0.614 -0.096
Br 0.563 -0.139 -0.012
H 0.261 -0.189 -0.084
C -0.185 0.697 -0.081
Br 0.150 0.091 1.176
Br 0.731 0.384 -0.886
Br -0.852 -1.459 -0.195
H -0.148 0.293 -0.010
C -0.012 0.329 0.304
Br 0.153 0.493 0.374
Br 0.379 -1.174 -1.204
Br -1.065 -0.341 1.248
H 0.487 0.327 -0.330
C -0.204 1.208 0.074
Br 0.257 -0.051 -0.667
Br -0.701 -0.324 -0.881
Br 0.145 -1.110 1.280
H 0.338 0.218 0.212
C 0.036 -0.150 0.095
Br -0.477 0.382 -1.241
Br -0.325 -0.562 0.869
Br 1.335 0.586 0.082
H -0.512 -0.308 0.224
C -0.091 0.563 -0.346
Br 0.780 0.135 0.358
Br -0.363 0.472 -0.505
Br -0.070 -0.759 0.067
H 0.075 -0.464 0.252
C 0.311 -0.704 0.670
Br -0.112 0.051 -0.122
Br 0.949 0.713 0.056
Br -0.803 0.556 -0.328
H -0.207 -0.503 -0.416

Atom charges from the Löwdin analysis, given in e for atoms 1 to 6: 1.2417 -0.0274 -0.4502 -0.1532 -0.1955 -0.2077


It is found that the energy above the lowest of the compared OMol25 structures with the same formula, charge and spin values, taken in the order of the records, are 3.465; 0.000 eV.
It is found that the HOMO values, taken in the order of the records, are -8.34; -3.73 eV.